Record 1
{"formula": "C2H6CsO2", "method": "the ωB97M-V functional and the def2-TZVPD basis", "e_tot_ev": -6808.1821, "fmax_ha_per_bohr": 0.0285, "charge": 1, "lumo_energy_ev": -3.9, "symbols": ["Cs", "C", "C", "O", "O", "H", "H", "H", "H", "H", "H"], "positions_angstrom": [[5.62958, -0.80335, 19.40944], [1.29398, -3.64842, 18.69300], [2.59445, -3.89686, 19.44137], [3.59863, -2.90613, 19.23516], [1.41863, -3.87534, 17.29431], [0.98215, -2.60318, 18.81936], [0.54605, -4.29893, 19.13777], [2.94811, -4.89445, 19.15013], [2.40047, -4.01905, 20.50866], [3.71139, -2.77049, 18.28935], [2.00055, -3.25750, 16.85453]], "lowdin_charge": [1.10, -0.22, -0.22, -0.25, -0.04, 0.13, 0.13, 0.13, 0.13, 0.04, 0.07]}

***

Record 2
{"formula": "C2H6DyFO2", "method": "the ωB97M-V functional and the def2-TZVPD basis", "e_tot_ev": -33047.3390, "fmax_ha_per_bohr": 0.0959, "charge": 2, "spin_multiplicity": 6, "lumo_energy_ev": [-11.0, -12.2], "symbols": ["F", "Dy", "O", "H", "C", "O", "C", "H", "H", "H", "H", "H"], "positions_angstrom": [[-1.32613, 1.88094, 0.26284], [0.30782, 1.44325, -1.29340], [-0.73778, -0.43185, -1.61408], [-0.39658, -1.25426, -1.96524], [-4.11697, 1.64018, -1.87220], [-3.47333, 2.01624, -0.65715], [-2.89667, 1.10684, 0.10696], [-4.66305, 0.70624, -1.68941], [-4.69676, 2.50876, -2.19422], [-3.42804, 1.45104, -2.70324], [-3.12113, 1.23473, 1.16809], [-3.04139, 0.05942, -0.17667]], "mulliken_spin": [-0.01, 4.94, 0.06, 0.00, 0.00, 0.00, 0.01, 0.00, 0.00, 0.00, 0.00, 0.00]}

***

Record 3
{"formula": "C2H6EuO", "method": "the ωB97M-V functional and the def2-TZVPD basis", "e_tot_ev": -23542.9006, "fmax_ha_per_bohr": 0.0334, "charge": 0, "spin_multiplicity": 8, "lumo_energy_ev": [-0.4, -0.3], "symbols": ["H", "C", "O", "C", "H", "H", "H", "H", "H", "Eu"], "positions_angstrom": [[0.06002, -1.84630, 2.97380], [0.88879, 1.41626, -1.78441], [0.47286, 0.62877, -0.69711], [-0.90645, 0.12196, -0.70949], [1.93328, 1.71117, -1.62147], [0.81079, 0.84353, -2.72349], [0.26022, 2.31878, -1.86508], [-1.04579, -0.48950, -1.61879], [-1.59424, 0.98428, -0.76982], [0.13198, -0.68743, 1.37158]], "mulliken_spin": [-0.03, 0.00, 0.00, -0.03, 0.00, 0.00, 0.00, 0.00, 0.00, 7.07]}

***

Record 4
{"formula": "C2H6F2InO2", "method": "the ωB97M-V functional and the def2-TZVPD basis", "e_tot_ev": -16864.9584, "fmax_ha_per_bohr": 0.0992, "charge": 1, "lumo_energy_ev": -7.7, "symbols": ["In", "F", "F", "C", "C", "O", "O", "H", "H", "H", "H", "H", "H"], "positions_angstrom": [[-4.96035, 25.85595, 4.35049], [-6.00900, 24.70017, 5.84408], [-6.29249, 25.01445, 2.86576], [-4.41770, 27.95652, 2.38727], [-5.80997, 27.32841, 2.06393], [-6.46631, 27.01423, 3.29719], [-3.61060, 27.30021, 3.35588], [-4.57097, 28.87955, 2.94640], [-3.85527, 28.08593, 1.46260], [-5.62172, 26.51194, 1.36677], [-6.40892, 28.10069, 1.58132], [-7.26001, 26.49405, 3.15207], [-2.81663, 27.80183, 3.55488]], "lowdin_charge": [1.46, -0.39, -0.41, -0.15, -0.16, -0.14, -0.08, 0.14, 0.15, 0.14, 0.15, 0.13, 0.15]}

***

Record 5
{"formula": "C2H6F2Si", "method": "the ωB97M-V functional and the def2-TZVPD basis", "e_tot_ev": -15488.3645, "fmax_ha_per_bohr": 0.0303, "charge": 0, "lumo_energy_ev": 0.9, "smiles": "C[Si](C)(F)F", "symbols": ["C", "Si", "C", "F", "F", "H", "H", "H", "H", "H", "H"], "positions_angstrom": [[0.66724, 1.44426, 0.23289], [-0.15680, -0.00020, -0.64271], [-0.49896, -1.48542, 0.40138], [0.78031, -0.44015, -1.88498], [-1.50921, 0.62356, -1.20074], [0.06344, 1.84270, 1.04288], [0.74406, 2.24087, -0.45262], [1.65658, 1.16326, 0.60540], [-0.82016, -1.17705, 1.37679], [-1.32569, -2.10025, 0.03846], [0.39919, -2.11156, 0.48325]], "lowdin_charge": [-0.14, 0.33, -0.15, -0.12, -0.10, 0.03, 0.01, 0.04, 0.02, 0.04, 0.04]}

***

Record 6
{"formula": "C2H6FN", "method": "the ωB97M-V functional and the def2-TZVPD basis", "e_tot_ev": -6378.2002, "fmax_ha_per_bohr": 0.0631, "charge": 0, "lumo_energy_ev": 0.8, "smiles": "[H]/N=C\\C.F", "symbols": ["H", "N", "C", "C", "H", "H", "H", "H", "F", "H"], "positions_angstrom": [[-0.57719, 1.37093, 0.76728], [-0.81584, 0.49515, 0.35371], [0.07087, -0.30939, -0.04561], [1.46176, -0.16984, -0.04574], [-0.16690, -1.37120, -0.33209], [1.69351, 0.79887, 0.16890], [1.92759, -0.40424, -1.05113], [1.83663, -0.78761, 0.73537], [-3.15270, 0.17682, -0.41967], [-2.27773, 0.20052, -0.13102]], "lowdin_charge": [0.08, 0.11, -0.29, -0.09, 0.14, 0.05, 0.12, 0.09, -0.13, -0.08]}

***

Record 7
{"formula": "C2H6FN2O", "method": "the ωB97M-V functional and the def2-TZVPD basis", "e_tot_ev": -9907.2853, "fmax_ha_per_bohr": 0.0601, "charge": 1, "lumo_energy_ev": -4.3, "symbols": ["C", "C", "N", "N", "O", "F", "H", "H", "H", "H", "H", "H"], "positions_angstrom": [[1.79373, -0.01161, -0.02246], [-0.21577, -0.06845, 0.54677], [-0.38100, -1.34031, 0.10688], [-0.97398, 1.03093, -0.36109], [2.37284, -0.98993, -0.32574], [2.37962, 1.13327, 0.24984], [-0.53187, 0.27961, 1.59599], [0.14598, -1.76147, -0.61674], [-1.00228, -2.04134, 0.48033], [-0.77629, 2.09693, -0.08770], [-1.98941, 0.91234, -0.20232], [-0.82156, 0.76002, -1.36374]], "lowdin_charge": [-0.30, -0.16, 0.06, 0.15, 0.19, 0.14, 0.17, 0.09, 0.12, 0.22, 0.15, 0.17]}

***

Record 8
{"formula": "C2H6FN3", "method": "the ωB97M-V functional and the def2-TZVPD basis", "e_tot_ev": -9357.7438, "fmax_ha_per_bohr": 0.0482, "charge": 0, "lumo_energy_ev": 0.9, "smiles": "[H]/N=C(\\CF)NN", "symbols": ["H", "N", "C", "C", "F", "N", "N", "H", "H", "H", "H", "H"], "positions_angstrom": [[-1.02898, -1.90616, -0.45733], [-0.23531, -1.35483, -0.74835], [-0.16477, -0.27143, -0.06027], [-1.14458, 0.13066, 0.99346], [-2.06144, -0.84697, 1.15068], [0.82452, 0.68985, -0.08968], [1.78558, 0.57577, -1.08080], [-1.77583, 1.04218, 0.74210], [-0.72559, 0.35298, 2.00206], [0.44933, 1.61598, 0.10637], [2.62152, 0.08064, -0.72970], [1.45555, -0.10868, -1.82855]], "lowdin_charge": [0.04, 0.14, -0.44, -0.19, -0.04, -0.09, -0.01, 0.14, 0.13, 0.13, 0.08, 0.09]}

***

Record 9
{"formula": "C2H6FNO", "method": "the ωB97M-V functional and the def2-TZVPD basis", "e_tot_ev": -8422.8061, "fmax_ha_per_bohr": 0.0821, "charge": 0, "lumo_energy_ev": 1.0, "symbols": ["C", "C", "N", "O", "F", "H", "H", "H", "H", "H", "H"], "positions_angstrom": [[-1.14317, 1.10490, -0.53356], [0.15357, 0.49146, -0.28231], [0.92100, -0.53861, 2.00565], [-0.18892, -0.68320, 1.09763], [1.02257, 1.31851, 0.35949], [-1.75823, 0.39355, -1.16318], [-1.59967, 1.39729, 0.34295], [-1.09479, 1.82834, -1.30703], [0.62901, -0.02490, -1.15934], [1.75526, -0.63829, 1.49661], [1.02688, 0.35719, 2.36211]], "lowdin_charge": [-0.05, -0.23, -0.02, -0.19, 0.00, 0.12, 0.06, 0.07, 0.15, 0.05, 0.03]}

***

Record 10
{"formula": "C2H6FO2Sc", "method": "the ωB97M-V functional and the def2-TZVPD basis", "e_tot_ev": -29675.8913, "fmax_ha_per_bohr": 0.0978, "charge": 1, "spin_multiplicity": 2, "lumo_energy_ev": [-5.5, -5.7], "symbols": ["C", "O", "C", "O", "Sc", "H", "H", "H", "H", "H", "H", "F"], "positions_angstrom": [[0.78516, -0.55693, -1.59816], [0.42558, -0.37347, -0.24461], [-0.95885, -0.11049, 0.03895], [-1.05006, -0.24143, 1.39660], [0.92175, -0.87284, 1.82298], [1.86528, -0.73363, -1.61929], [0.25912, -1.42763, -2.01709], [0.54037, 0.34694, -2.17402], [-1.56537, -0.85165, -0.51327], [-1.19174, 0.91325, -0.30732], [-0.45011, 1.69980, 2.41957], [0.41886, 2.20808, 2.79565]], "mulliken_spin": [0.00, -0.03, -0.02, 0.00, 1.05, 0.00, 0.00, 0.00, 0.00, 0.00, 0.00, 0.00]}

***

Record 11
{"formula": "C2H6FO2Sm", "method": "the ωB97M-V functional and the def2-TZVPD basis", "e_tot_ev": -26885.1464, "fmax_ha_per_bohr": 0.0928, "charge": 0, "spin_multiplicity": 8, "lumo_energy_ev": [0.4, 0.1], "symbols": ["C", "O", "C", "O", "Sm", "H", "H", "H", "H", "H", "H", "F"], "positions_angstrom": [[-0.16120, 0.86089, -1.76583], [0.29593, 0.19149, -0.60858], [-0.64149, -0.66736, 0.06292], [0.12972, -1.38100, 0.93708], [2.32945, -0.77033, 0.55658], [0.67118, 1.46676, -2.13759], [-0.46045, 0.13292, -2.53456], [-1.01081, 1.51059, -1.51162], [-1.12894, -1.29992, -0.70182], [-1.39213, -0.03368, 0.56993], [0.38047, -0.33604, 3.28449], [0.98827, 0.32567, 3.84899]], "mulliken_spin": [-0.01, 0.02, 0.00, -0.01, 6.97, 0.02, 0.00, 0.00, 0.01, 0.00, 0.00, 0.00]}

***

Record 12
{"formula": "C2H6FOP", "method": "the ωB97M-V functional and the def2-TZVPD basis", "e_tot_ev": -16222.0366, "fmax_ha_per_bohr": 0.0919, "charge": 0, "lumo_energy_ev": [-1.1, -1.3], "symbols": ["C", "C", "O", "F", "P", "H", "H", "H", "H", "H", "H"], "positions_angstrom": [[-1.00373, -0.90816, 0.37304], [-1.03460, 0.62075, -0.12008], [0.15083, 1.18846, 0.03228], [2.35314, -0.88831, 0.15582], [2.26636, 0.33811, -0.91155], [-0.03445, -1.20696, 0.09087], [-1.01799, -0.95272, 1.43290], [-1.79665, -1.43136, -0.17407], [-1.70528, 1.25377, 0.54665], [-1.34830, 0.73532, -1.10724], [3.17066, 1.25109, -0.31863]], "lowdin_charge": [-0.05, -0.42, -0.28, -0.43, 0.97, 0.01, 0.05, 0.07, 0.14, 0.07, -0.13]}